Here is an isolated molecule of C2H4N6 in a non-equilibrium geometry from OMol25. Energies are from the ωB97M-V functional and the def2-TZVPD basis.

Computed properties:
- E_LUMO: -0.38 eV
- F_max: 0.120 hartree/bohr
- Structure (SMILES): N/N=c1/nncn[nH]1
- Relative energy (zero: lowest compared OMol25 entry of this formula, charge and spin): 425.0 kJ/mol
- Total energy: -406.955022 Eh
- Kohn-Sham gap: 8.24 eV

Geometry (Å):
N 2.33 0.06 0.17
N 1.36 -0.96 -0.16
C 0.18 -0.60 -0.20
N -0.91 -1.56 -0.28
N -2.03 -1.23 -0.10
C -2.34 0.19 0.23
N -1.46 1.17 -0.13
N -0.14 0.79 -0.53
H 3.16 0.29 -0.41
H 2.56 -0.09 1.22
H -3.37 0.43 0.80
H 0.67 1.51 -0.61